Record 1
{
  "formula": "C13H16OSi",
  "method": "ωB97M-V with the def2-TZVPD basis set",
  "homo_ha": [-0.2902, -0.2811],
  "e_above_lowest_kcal_mol": 59.88,
  "e_lumo_ev": [-0.49, -0.37],
  "elements": ["C", "C", "C", "C", "C", "C", "C", "C", "C", "C", "C", "C", "C", "O", "Si", "H", "H", "H", "H", "H", "H", "H", "H", "H", "H", "H", "H", "H", "H", "H", "H"],
  "positions_angstrom": [[-2.9698, 1.5800, -0.2011], [-3.3259, 0.9163, 0.9783], [-1.9878, 1.0967, -1.0196], [-2.7772, -0.3240, 1.2509], [-1.4280, -0.1567, -0.7221], [-1.6969, -0.8176, 0.4902], [0.0234, -2.1576, -1.1530], [-0.6329, -2.9341, -0.2070], [-0.2522, -0.6636, -1.5150], [-1.0646, -2.0511, 0.7257], [2.4074, -1.2494, 0.7203], [0.7145, 1.3295, 1.5243], [3.1001, 1.5623, -0.8541], [0.8799, 0.1789, -1.3059], [1.8172, 0.4420, 0.0641], [-3.4224, 2.4057, -0.5140], [-3.9456, 1.4444, 1.5978], [-1.7224, 1.6249, -1.9225], [-2.8763, -0.5448, 2.3813], [1.0597, -2.3174, -1.5871], [-0.3553, -3.9361, -0.0711], [-0.5213, -0.5833, -2.6869], [3.1080, -1.0824, 1.6015], [1.4952, -1.7303, 1.0779], [2.7383, -1.7634, -0.1694], [-0.0582, 0.6525, 1.7717], [1.5321, 1.6075, 2.1734], [0.2752, 2.2348, 1.2058], [2.4380, 2.1056, -1.6052], [3.7896, 2.2231, -0.4418], [3.6584, 0.9073, -1.5873]],
  "forces_ev_per_angstrom": [[1.4325, -2.9322, 1.0332], [1.4847, -0.8920, -2.7727], [-0.0146, -1.5571, -0.0666], [1.1250, 1.2670, 3.7866], [0.9440, 1.0946, -0.1950], [-1.8494, 0.4735, -1.7284], [1.2776, 1.7586, -1.2319], [0.8286, 1.5010, -1.7773], [-1.1395, -0.6067, -1.1320], [-0.1202, -0.7204, 1.9746], [-0.2714, 1.8513, 0.8885], [2.7233, -0.7154, -2.7031], [-2.0195, -1.8485, -2.4678], [-0.2966, -0.8156, -0.3171], [-0.7612, 1.0935, 0.5676], [-1.9294, 3.6857, -0.7271], [-1.7195, 0.6395, 1.7734], [0.1663, 0.0097, -0.0897], [-0.0097, -0.7572, -2.1499], [-1.2813, -0.8125, 0.6793], [0.1366, -1.2863, 0.3618], [0.7482, -0.3351, 2.4831], [-0.5400, -0.6328, -1.4087], [0.1564, -0.1328, 0.2063], [0.8148, -0.4342, 0.2093], [-0.3685, -0.7583, 1.1036], [-0.2948, -0.3399, 1.1339], [-0.5056, 1.0626, -0.6659], [0.6426, -0.2358, 1.1518], [0.9744, 1.0709, 1.1155], [-0.3341, 0.3048, 0.9649]],
  "lowdin_charge": [-0.063, -0.063, -0.009, -0.026, -0.136, -0.241, 0.006, -0.119, -0.303, 0.074, -0.160, -0.116, -0.153, -0.217, 0.554, 0.061, 0.076, 0.122, 0.146, 0.133, 0.089, 0.194, 0.061, 0.003, 0.015, -0.011, 0.012, 0.001, 0.046, -0.017, 0.042]
}

=====

Record 2
{
  "formula": "C13H17AsCl3N2O8PdS2",
  "method": "ωB97M-V with the def2-TZVPD basis set",
  "homo_ha": [-0.2147, -0.2148],
  "e_above_lowest_kcal_mol": 50.36,
  "e_lumo_ev": [1.89, 1.89],
  "charge": -1,
  "elements": ["Pd", "O", "As", "O", "O", "C", "C", "C", "C", "C", "C", "S", "O", "O", "O", "H", "H", "H", "H", "H", "C", "C", "N", "C", "S", "N", "C", "C", "H", "H", "H", "H", "H", "H", "H", "H", "H", "H", "H", "H", "Cl", "C", "Cl", "Cl", "C", "O", "O"],
  "positions_angstrom": [[-0.2206, 0.0142, 0.2588], [3.9445, 0.1785, 1.3565], [2.4646, -0.7487, 1.4934], [2.8095, -2.2478, 2.0535], [1.5802, -0.6645, -0.0061], [1.5594, 0.3340, 2.8321], [1.6292, -0.3028, 4.0751], [1.0516, 0.2622, 5.1994], [0.3916, 1.4755, 5.0997], [0.3231, 2.1264, 3.8814], [0.9017, 1.5707, 2.7427], [0.6955, 2.5496, 1.2493], [0.9044, 3.9168, 1.6462], [1.5926, 1.9842, 0.2675], [-0.7037, 2.2568, 0.8276], [4.6389, -0.4803, 1.5039], [2.1170, -1.2674, 4.1363], [1.1042, -0.2513, 6.1516], [-0.0720, 1.9200, 5.9721], [-0.1706, 3.0849, 3.8023], [-3.2775, -3.8779, -3.2073], [-2.3168, -2.8865, -2.5923], [-3.0025, -1.9931, -1.6509], [-2.6224, -0.7367, -1.3928], [-2.7507, -0.1004, 0.1913], [-2.1043, 0.0162, -2.3749], [-2.4744, 0.0372, -3.7867], [-1.2444, 0.1615, -4.6639], [-2.7538, -4.5338, -3.9040], [-4.0830, -3.3745, -3.7452], [-3.7333, -4.5120, -2.4447], [-1.8251, -2.2914, -3.3579], [-1.5232, -3.3831, -2.0281], [-3.2711, -2.4597, -0.7929], [-1.8244, 0.9205, -2.0064], [-3.1542, 0.8792, -3.9436], [-3.0428, -0.8622, -4.0231], [-0.7261, 1.1039, -4.4826], [-1.5117, 0.1286, -5.7213], [-0.5371, -0.6422, -4.4578], [0.4156, -4.8103, -0.0164], [-0.7522, -4.0876, 1.0984], [-2.4439, -4.5292, 0.5298], [-0.5295, -4.7500, 2.7146], [-0.6623, -2.5364, 1.0864], [-0.7016, -1.9071, 2.1219], [-0.6149, -2.0595, -0.1014]],
  "forces_ev_per_angstrom": [[-2.4958, -1.5307, -0.8896], [0.5410, -0.2864, -0.2858], [-1.3213, 0.5302, -0.7474], [0.0989, 0.2954, -0.2265], [1.6256, 0.1134, 1.3060], [-0.1817, -0.0721, 0.3358], [-0.1797, 0.1276, -0.0377], [0.0026, -0.0322, 0.0340], [-0.0268, 0.0305, 0.0511], [0.1010, -0.0923, -0.0450], [0.1351, -0.1010, 0.1651], [-0.2194, -0.1973, -0.0980], [-0.0243, 0.2025, 0.0136], [0.7461, 0.3239, -0.0707], [0.4205, -0.3244, 0.1643], [0.0725, 0.1562, -0.0415], [0.0097, -0.0151, -0.0324], [0.0167, -0.0194, -0.0082], [0.0084, -0.0001, 0.0022], [-0.0032, 0.0198, -0.0672], [-0.1135, -0.1603, -0.0766], [0.1376, 0.1576, 0.0894], [-0.1791, 0.0186, 0.0423], [0.0834, -0.2409, -0.1640], [0.2643, 0.4857, 0.0918], [-0.0364, 0.6704, 0.2126], [-0.0733, -0.2346, 0.0465], [0.1047, 0.0238, -0.1676], [0.0222, 0.0115, 0.0042], [0.0208, 0.0347, -0.0123], [0.0204, 0.0368, 0.0382], [-0.0023, -0.0611, 0.0654], [-0.0313, -0.0557, -0.0805], [0.0117, -0.0156, -0.0733], [0.0297, -0.1156, -0.1099], [0.0318, 0.0283, -0.0461], [0.0342, 0.0647, 0.0388], [-0.0147, -0.0063, 0.0556], [-0.0412, 0.0025, 0.0129], [-0.0232, -0.0239, 0.0084], [-0.1247, 0.0744, 0.1097], [-0.2943, -0.4222, -0.0087], [0.4616, 0.0950, 0.2203], [-0.0336, 0.0871, -0.2036], [-0.2128, 0.5736, -0.4180], [0.1696, -0.4884, 0.3636], [0.4628, 0.3316, 0.4386]],
  "lowdin_charge": [0.854, -0.240, 0.913, -0.469, -0.541, -0.241, -0.102, -0.084, -0.083, -0.068, -0.260, 0.412, -0.319, -0.368, -0.440, 0.036, 0.093, 0.098, 0.098, 0.111, -0.085, -0.247, 0.011, -0.796, 0.707, 0.002, -0.239, -0.083, 0.076, 0.071, 0.062, 0.095, 0.087, 0.061, 0.120, 0.121, 0.103, 0.078, 0.072, 0.075, 0.614, -1.432, 0.574, 0.616, -0.852, -0.003, -0.210]
}

=====

Record 3
{
  "formula": "C13H17AsMnNO10S",
  "method": "ωB97M-V with the def2-TZVPD basis set",
  "homo_ha": [-0.2079, -0.1897],
  "e_above_lowest_kcal_mol": 36.45,
  "spin_multiplicity": 2,
  "s2": 0.789,
  "e_lumo_ev": [2.39, 2.39],
  "charge": -1,
  "elements": ["Mn", "O", "As", "O", "O", "C", "C", "C", "C", "C", "C", "S", "O", "O", "O", "H", "H", "H", "H", "H", "C", "C", "O", "O", "H", "H", "H", "O", "C", "O", "C", "N", "C", "C", "C", "H", "H", "H", "H", "H", "H", "H", "H", "H"],
  "positions_angstrom": [[-0.6517, 0.7773, -1.2185], [-2.4311, -3.1776, -2.5579], [-2.7338, -1.3761, -2.3547], [-3.7035, -1.0308, -3.6113], [-1.1469, -0.8434, -2.3544], [-3.7013, -1.6091, -0.6686], [-4.2726, -2.8501, -0.4090], [-5.0749, -3.0242, 0.7081], [-5.3310, -1.9606, 1.5646], [-4.7716, -0.7199, 1.3107], [-3.9590, -0.5588, 0.2004], [-3.1490, 0.9971, -0.0716], [-3.9798, 2.0280, 0.4892], [-2.9190, 1.0838, -1.5217], [-1.8290, 0.8478, 0.5927], [-2.1414, -3.2357, -3.4758], [-4.0843, -3.6641, -1.0947], [-5.5022, -3.9977, 0.9150], [-5.9751, -2.0995, 2.4240], [-4.9643, 0.1322, 1.9495], [1.3095, 4.6054, -1.1549], [1.1649, 3.0969, -1.0230], [1.9579, 2.4586, -0.3209], [0.1778, 2.6013, -1.6770], [2.1952, 4.9535, -0.6285], [0.4202, 5.0771, -0.7362], [1.3664, 4.8768, -2.2089], [1.2598, 0.3947, 1.6751], [1.6728, -0.2278, 0.5919], [0.9567, -0.3928, -0.3664], [3.1041, -0.7538, 0.6350], [3.6033, -0.8001, 2.0266], [4.8678, -0.0456, 2.0996], [5.3777, 0.0277, 0.6642], [4.0765, 0.1758, -0.1237], [3.0918, -1.7390, 0.1673], [3.7211, -1.7549, 2.3280], [1.9529, 0.2638, 2.3471], [5.5647, -0.5191, 2.7906], [4.6590, 0.9651, 2.4626], [5.8760, -0.9108, 0.4040], [6.0698, 0.8531, 0.5016], [4.1699, -0.1243, -1.1647], [3.7058, 1.2000, -0.1056]],
  "forces_ev_per_angstrom": [[0.0505, -0.8158, 0.1017], [0.0208, 0.5905, 0.2280], [-0.2154, -1.6794, -0.9154], [-0.1966, 0.3733, -0.0810], [0.3556, 0.9088, 1.2674], [0.1916, 0.2568, -0.0983], [0.0239, -0.0427, -0.0577], [0.0130, 0.0346, 0.0776], [-0.0252, -0.0705, -0.0236], [-0.0386, 0.1034, 0.0352], [0.1851, 0.0264, -0.1466], [-0.4921, 0.5866, 0.3676], [0.0424, -0.2109, 0.0752], [0.1959, 0.1521, -0.0579], [0.6028, -0.0887, -0.7819], [-0.0534, -0.0973, 0.0131], [0.0049, 0.0023, 0.0395], [-0.0337, 0.0059, -0.0335], [0.0181, 0.0127, 0.0151], [0.0128, -0.0177, 0.0021], [0.0453, -0.1003, -0.0202], [0.1334, -0.1682, 0.0636], [-0.0792, 0.1954, -0.0800], [-0.4570, -0.4632, 0.4487], [0.0030, -0.0007, -0.0007], [-0.0058, 0.0195, -0.0299], [-0.0364, 0.0192, -0.0051], [-0.1579, -0.0503, 0.0000], [0.0673, 0.1467, 0.3998], [-0.1402, 0.3950, -0.8827], [-0.0630, 0.0552, 0.0701], [-0.0992, 0.0451, -0.1076], [0.0091, 0.1302, -0.0801], [-0.1376, -0.0914, 0.0372], [0.0148, -0.0463, -0.0498], [-0.0285, -0.0613, 0.0729], [0.0275, -0.0212, 0.0357], [0.2178, -0.0318, 0.0734], [-0.0382, -0.0134, 0.0365], [0.0400, -0.0402, 0.0436], [0.0518, 0.0314, -0.0256], [0.0137, -0.0070, -0.0215], [-0.0469, 0.0121, -0.0347], [0.0038, 0.0153, 0.0296]],
  "mulliken_spin": [0.969, 0.001, 0.004, 0.000, 0.015, 0.003, 0.001, 0.000, 0.000, 0.001, -0.003, -0.001, -0.001, -0.005, 0.008, 0.000, 0.000, 0.000, 0.000, 0.000, 0.001, 0.002, 0.000, 0.009, 0.000, 0.000, 0.000, 0.001, 0.001, -0.006, 0.002, 0.000, 0.000, 0.000, 0.000, 0.000, 0.000, -0.001, 0.000, 0.000, 0.000, 0.000, 0.000, 0.000]
}